C25H14Cl5O2PV | ωB97M-V/def2-TZVPD

Results
- 2S+1 = 2
- LUMO energy (spin up / spin down) (Ha) = -0.00379 / -0.00502
- orbital gap (spin up / spin down) (eV) = 7.6 / 7.1
- net charge = 0

Geometry (Å):
V (-0.828, 0.177, -2.483)
Cl (-3.387, 0.116, -1.844)
C (-2.768, 1.775, -1.455)
C (-1.476, 2.031, -1.854)
C (-1.041, 3.321, -1.594)
Cl (0.574, 3.754, -2.075)
C (-1.828, 4.258, -0.928)
Cl (-1.227, 5.837, -0.595)
C (-3.116, 3.914, -0.504)
Cl (-4.097, 5.051, 0.330)
C (-3.608, 2.638, -0.770)
Cl (-5.185, 2.167, -0.279)
O (2.583, -1.238, -4.060)
C (1.967, -0.716, -3.165)
O (0.758, -0.204, -3.356)
C (2.583, -0.579, -1.787)
C (3.976, -0.580, -1.778)
C (4.686, -0.461, -0.596)
C (4.006, -0.364, 0.608)
C (2.621, -0.385, 0.614)
C (1.892, -0.483, -0.571)
P (0.068, -0.563, -0.463)
C (-0.245, -2.305, 0.002)
C (-1.575, -2.723, 0.090)
C (-1.885, -4.044, 0.367)
C (-0.868, -4.975, 0.540)
C (0.454, -4.575, 0.434)
C (0.765, -3.247, 0.168)
C (-0.311, 0.385, 1.052)
C (0.071, 1.727, 1.058)
C (-0.240, 2.544, 2.131)
C (-0.942, 2.027, 3.215)
C (-1.307, 0.691, 3.224)
C (-0.992, -0.131, 2.148)
H (4.488, -0.675, -2.725)
H (5.768, -0.449, -0.616)
H (4.548, -0.276, 1.541)
H (2.096, -0.320, 1.559)
H (-2.380, -2.011, -0.059)
H (-2.921, -4.349, 0.441)
H (-1.108, -6.009, 0.747)
H (1.253, -5.295, 0.557)
H (1.804, -2.953, 0.089)
H (0.631, 2.134, 0.225)
H (0.061, 3.584, 2.117)
H (-1.195, 2.668, 4.050)
H (-1.842, 0.283, 4.072)
H (-1.279, -1.173, 2.177)

=====

C6H9NO | ωB97M-V/def2-TZVPD

Results
- 2S+1 = 1
- LUMO energy (Ha) = 0.02730
- orbital gap (eV) = 9.5
- net charge = 0
- SMILES = O=C1[C@H]2CC[C@@H]1NC2

Geometry (Å):
C (1.381, -0.486, -0.156)
C (0.149, 0.168, -1.124)
C (-0.892, -0.775, -0.674)
C (-0.794, -0.942, 0.842)
C (0.551, -0.205, 1.037)
C (-0.101, 1.595, -0.435)
H (0.159, -0.058, -2.247)
H (-1.940, -0.586, -1.295)
H (-0.926, -1.654, -0.975)
H (-1.620, -0.811, 1.578)
H (-0.422, -1.969, 1.025)
H (0.991, -0.590, 1.914)
H (1.439, 1.425, 1.175)
H (0.304, 2.437, -0.778)
H (-1.208, 1.710, -0.551)
N (0.377, 1.291, 1.024)
O (2.552, -0.549, -0.362)

=====

C6H9N | ωB97M-V/def2-TZVPD

Results
- 2S+1 = 1
- LUMO energy (Ha) = 0.03694
- orbital gap (eV) = 8.5
- net charge = 0
- SMILES = Cc1ccc(C)[nH]1

Geometry (Å):
C (-2.446, -0.337, 0.092)
C (-1.114, 0.198, -0.130)
C (-0.658, 1.467, 0.030)
C (0.746, 1.347, 0.080)
C (1.073, 0.017, -0.034)
C (2.376, -0.674, -0.095)
N (-0.078, -0.679, -0.273)
H (-2.242, -1.013, 1.060)
H (-3.190, 0.439, 0.323)
H (-2.722, -1.042, -0.699)
H (-1.260, 2.358, 0.140)
H (1.436, 2.160, 0.218)
H (2.603, -1.071, -1.093)
H (3.167, 0.037, 0.150)
H (2.480, -1.516, 0.602)
H (-0.153, -1.686, -0.320)

=====

C15H13BCo2O12 | ωB97M-V/def2-TZVPD

Results
- 2S+1 = 1
- LUMO energy (Ha) = -0.43200
- orbital gap (eV) = 2.5
- net charge = +2

Geometry (Å):
C (2.058, -0.732, -3.630)
C (1.076, -1.116, -2.579)
O (0.298, -2.176, -2.871)
B (-0.453, -2.698, -1.753)
H (-0.498, -1.776, -0.946)
O (-1.832, -2.985, -2.055)
C (-2.614, -1.900, -1.918)
C (-4.016, -2.037, -2.401)
O (-2.219, -0.853, -1.458)
O (0.223, -3.758, -1.045)
C (0.130, -3.650, 0.293)
C (0.598, -4.835, 1.067)
O (-0.326, -2.684, 0.858)
O (1.021, -0.513, -1.532)
H (1.626, -0.848, -4.624)
H (2.375, 0.303, -3.504)
H (2.929, -1.380, -3.568)
H (-4.370, -3.059, -2.275)
H (-4.680, -1.368, -1.854)
H (-4.065, -1.793, -3.460)
H (1.447, -5.306, 0.572)
H (0.899, -4.542, 2.072)
H (-0.201, -5.570, 1.134)
O (-3.354, 1.819, 3.066)
C (-2.418, 2.415, 2.817)
Co (-0.926, 3.352, 2.420)
C (-1.171, 4.465, 1.026)
O (-1.322, 5.164, 0.141)
C (-0.472, 4.491, 3.775)
O (-0.185, 5.202, 4.615)
C (0.693, 2.184, 2.613)
C (0.237, 2.038, 1.228)
C (-0.165, 0.708, 0.775)
Co (2.185, 2.834, 1.417)
C (2.101, 3.608, -0.236)
O (2.034, 4.090, -1.265)
C (3.348, 1.472, 1.473)
O (4.065, 0.590, 1.528)
C (2.659, 4.188, 2.531)
O (2.955, 5.039, 3.227)
H (0.864, 1.249, 3.147)
H (-0.172, 0.470, -0.269)
H (-0.364, -0.101, 1.449)

=====

C2HBrN2O2 | ωB97M-V/def2-TZVPD

Results
- 2S+1 = 1
- LUMO energy (spin up / spin down) (Ha) = -0.04959 / -0.04964
- orbital gap (spin up / spin down) (eV) = 7.2 / 7.2
- net charge = 0

Geometry (Å):
C (-2.898, -0.809, 0.315)
C (-4.003, -0.176, 0.861)
N (-3.067, -0.655, -0.927)
N (-2.952, -0.164, -1.919)
O (-1.894, -1.505, 0.785)
O (-4.602, 0.750, 1.229)
Br (0.628, 0.556, -1.040)
H (-0.264, 1.674, -1.203)

=====

C6H8FN | ωB97M-V/def2-TZVPD

Results
- 2S+1 = 1
- LUMO energy (Ha) = 0.02869
- orbital gap (eV) = 10.8
- net charge = 0

Geometry (Å):
C (-2.189, -0.793, -0.505)
C (-1.419, 0.090, 0.481)
C (0.045, -0.292, 0.318)
C (1.101, 0.371, -0.071)
C (2.548, -0.078, -0.043)
C (0.769, 1.863, -0.080)
H (-2.660, -1.867, 0.083)
H (-3.146, -0.134, -0.789)
H (-1.550, -1.083, -1.707)
H (-1.537, -0.226, 1.593)
H (-1.507, 1.109, 0.223)
H (0.220, -1.399, 0.673)
H (2.787, 0.525, 1.070)
H (3.218, 0.371, -0.895)
N (0.638, 2.986, -0.207)
F (2.684, -1.443, -0.145)

=====

C20H31NO3 | ωB97M-V/def2-TZVPD

Results
- 2S+1 = 1
- LUMO energy (Ha) = 0.03052
- orbital gap (eV) = 9.5
- net charge = 0
- SMILES = CC(C)(C)c1ccc(CC[C@@H]2OC[C@H](CN3CCOCC3)O2)cc1

Geometry (Å):
C (-6.389, -1.095, 1.460)
H (-5.746, -1.235, 2.326)
H (-6.479, -2.038, 0.925)
H (-7.378, -0.817, 1.818)
C (-5.849, 0.008, 0.546)
C (-4.462, -0.304, 0.005)
C (-3.771, -1.469, 0.313)
C (-2.503, -1.705, -0.190)
C (-1.879, -0.787, -1.020)
C (-2.568, 0.375, -1.340)
C (-3.832, 0.609, -0.837)
H (-4.331, 1.527, -1.109)
H (-2.101, 1.107, -1.985)
C (-0.483, -1.023, -1.522)
H (-0.291, -0.390, -2.391)
H (-0.366, -2.068, -1.817)
C (0.559, -0.700, -0.445)
H (0.370, -1.283, 0.457)
H (1.558, -0.938, -0.813)
C (0.521, 0.784, -0.060)
O (0.852, 1.627, -1.135)
C (2.212, 1.958, -0.985)
H (2.385, 2.919, -1.465)
H (2.865, 1.190, -1.420)
C (2.397, 1.982, 0.537)
C (3.819, 1.644, 0.996)
N (4.320, 0.424, 0.391)
C (5.756, 0.429, 0.174)
H (6.027, 1.304, -0.420)
C (6.137, -0.841, -0.591)
O (5.765, -2.001, 0.111)
C (4.378, -2.002, 0.365)
C (3.958, -0.762, 1.153)
H (2.882, -0.760, 1.316)
H (4.467, -0.771, 2.134)
H (4.171, -2.910, 0.932)
H (3.828, -2.032, -0.588)
H (7.218, -0.899, -0.730)
H (5.642, -0.825, -1.575)
H (6.314, 0.456, 1.127)
H (3.828, 1.593, 2.095)
H (4.455, 2.477, 0.686)
H (2.131, 2.973, 0.940)
O (1.433, 1.046, 0.990)
H (-0.496, 1.052, 0.268)
H (-1.993, -2.623, 0.070)
H (-4.211, -2.216, 0.955)
C (-6.821, 0.174, -0.630)
H (-6.517, 0.986, -1.284)
H (-7.822, 0.389, -0.262)
H (-6.858, -0.741, -1.219)
C (-5.785, 1.311, 1.356)
H (-6.764, 1.542, 1.772)
H (-5.077, 1.209, 2.175)
H (-5.472, 2.147, 0.737)

=====

CH7BrN3 | ωB97M-V/def2-TZVPD

Results
- 2S+1 = 1
- LUMO energy (Ha) = -0.15442
- orbital gap (eV) = 10.2
- net charge = +1

Geometry (Å):
C (1.922, 0.010, -0.006)
N (-1.773, 0.677, -0.064)
N (3.137, -0.588, 0.060)
N (0.769, -0.656, 0.062)
Br (4.845, 0.084, -0.085)
H (1.684, 1.078, -0.021)
H (-2.033, 1.305, 0.717)
H (-2.444, -0.050, 0.332)
H (2.977, -1.416, 0.526)
H (-0.034, -0.056, -0.118)
H (0.822, -1.674, 0.319)
H (-2.111, 1.111, -0.940)

=====

C3H2FO2Pr | ωB97M-V/def2-TZVPD

Results
- 2S+1 = 4
- LUMO energy (spin up / spin down) (Ha) = -0.21968 / -0.21800
- orbital gap (spin up / spin down) (eV) = 6.1 / 6.1
- net charge = +1

Geometry (Å):
O (0.861, 1.173, -0.417)
C (1.987, 0.342, -0.084)
C (-0.394, 0.621, -0.014)
O (1.525, -0.775, 0.355)
C (-0.060, -0.824, 0.179)
F (-0.668, 1.197, 1.250)
H (-0.168, -1.483, -0.691)
H (-0.495, -1.241, 1.093)
Pr (-2.589, 0.990, -1.671)

=====

H22O11 | ωB97M-V/def2-TZVPD

Results
- 2S+1 = 1
- LUMO energy (Ha) = -0.02236
- orbital gap (eV) = 9.9
- net charge = 0
- SMILES = O.O.O.O.O.O.O.O.O.O.O

Geometry (Å):
O (3.447, -1.653, 0.824)
H (2.987, -0.806, 0.858)
H (3.798, -1.763, 1.714)
O (-0.853, 0.054, -2.938)
H (-1.304, -0.176, -3.761)
H (-0.005, 0.424, -3.213)
O (0.481, 0.628, -0.224)
H (0.188, 0.202, -1.043)
H (-0.336, 0.835, 0.257)
O (-0.040, -3.137, -2.677)
H (0.087, -2.686, -1.818)
H (-0.983, -3.052, -2.858)
O (-1.286, 2.214, 1.047)
H (-1.457, 1.923, 1.955)
H (-2.119, 2.589, 0.737)
O (2.927, 2.398, -0.241)
H (3.761, 2.027, -0.551)
H (2.242, 1.933, -0.739)
O (-2.301, -1.095, 2.110)
H (-2.938, -1.115, 2.834)
H (-2.738, -0.591, 1.414)
O (1.468, 0.271, 2.421)
H (1.297, 0.272, 1.469)
H (1.326, 1.192, 2.671)
O (1.236, 3.241, 2.123)
H (0.450, 3.024, 1.596)
H (1.917, 3.424, 1.461)
O (-2.927, -1.525, -2.317)
H (-3.645, -1.288, -1.721)
H (-2.156, -1.022, -2.002)
O (-0.540, -2.275, -0.047)
H (-0.630, -1.682, 0.712)
H (-1.359, -2.784, -0.054)

=====

C8H8OS2 | ωB97M-V/def2-TZVPD

Results
- 2S+1 = 1
- LUMO energy (Ha) = -0.01017
- orbital gap (eV) = 8.4
- net charge = 0
- SMILES = O[C@H](C(=S)S)c1ccccc1

Geometry (Å):
C (2.694, -0.588, 0.368)
C (1.937, -0.122, 1.389)
C (2.207, -0.687, -0.945)
C (0.667, 0.331, 1.130)
C (0.918, -0.291, -1.217)
C (0.099, 0.216, -0.124)
C (-1.372, 0.871, -0.357)
C (-2.648, 0.050, -0.224)
O (-1.513, 1.938, 0.572)
S (-3.683, 0.189, 0.937)
S (-2.656, -1.320, -1.421)
H (3.728, -0.981, 0.528)
H (2.345, -0.128, 2.399)
H (2.913, -1.180, -1.673)
H (0.077, 0.683, 2.112)
H (0.548, -0.428, -2.240)
H (-1.226, 1.322, -1.417)
H (-1.019, 1.622, 1.392)
H (-4.017, -1.494, -1.210)

=====

C20H20Br2N6OPdS | ωB97M-V/def2-TZVPD

Results
- 2S+1 = 1
- LUMO energy (spin up / spin down) (Ha) = 0.15485 / 0.15485
- orbital gap (spin up / spin down) (eV) = 5.1 / 5.1
- net charge = -2

Geometry (Å):
Pd (-0.612, -0.193, 0.954)
S (-4.271, -1.683, 0.206)
C (-4.197, 0.040, 0.295)
C (-5.396, 0.808, 0.427)
C (-5.355, 2.172, 0.445)
C (-4.129, 2.870, 0.313)
C (-3.021, 2.079, 0.148)
N (-3.022, 0.727, 0.185)
H (-6.318, 0.240, 0.405)
H (-6.288, 2.738, 0.476)
H (-4.108, 3.964, 0.285)
H (-2.035, 2.557, 0.023)
Br (6.296, -0.500, 1.544)
C (4.707, -0.439, 2.638)
C (4.800, -0.206, 3.992)
C (3.644, 0.000, 4.760)
Br (3.930, 0.413, 6.644)
C (2.374, -0.192, 4.213)
C (1.108, -0.102, 4.946)
C (-0.028, -0.535, 4.343)
C (-0.003, -1.099, 3.011)
N (1.128, -1.068, 2.286)
C (2.286, -0.572, 2.841)
C (3.475, -0.564, 1.939)
O (3.375, -0.641, 0.703)
H (5.788, -0.058, 4.460)
H (1.098, 0.334, 5.945)
H (-0.970, -0.447, 4.883)
H (-0.777, -1.793, 2.715)
C (0.073, 1.057, -2.186)
N (-0.093, -0.247, -1.572)
C (1.207, -0.992, -1.680)
N (1.582, -1.180, -3.111)
C (1.713, 0.173, -3.653)
N (0.466, 0.974, -3.617)
C (-0.564, 0.197, -4.309)
N (-0.771, -1.114, -3.738)
C (-1.133, -0.967, -2.291)
C (0.510, -1.864, -3.836)
H (0.796, 1.635, -1.631)
H (-0.881, 1.627, -2.129)
H (1.012, -1.996, -1.263)
H (1.992, -0.475, -1.136)
H (2.088, 0.145, -4.675)
H (2.483, 0.725, -3.098)
H (-0.311, 0.083, -5.354)
H (-1.512, 0.702, -4.240)
H (-1.206, -2.006, -1.885)
H (-2.064, -0.476, -2.259)
H (0.808, -1.985, -4.900)
H (0.327, -2.868, -3.461)

=====

C33H30ClN5O2PPt | ωB97M-V/def2-TZVPD

Results
- 2S+1 = 1
- LUMO energy (Ha) = -0.40930
- orbital gap (eV) = 4.9
- net charge = +3

Geometry (Å):
Pt (-0.166, -0.057, -0.270)
C (1.538, 3.919, 0.556)
C (1.237, 2.558, 0.063)
N (0.231, 1.818, 0.513)
N (-0.407, 2.305, 1.591)
C (-1.122, 1.270, 2.151)
O (-1.133, 0.120, 1.590)
C (-1.822, 1.521, 3.364)
C (-2.620, 0.517, 3.954)
C (-3.285, 0.775, 5.126)
C (-3.162, 2.035, 5.731)
C (-2.375, 3.033, 5.162)
C (-1.701, 2.783, 3.987)
C (2.120, 1.880, -0.891)
C (3.212, 2.505, -1.478)
C (4.033, 1.767, -2.324)
C (3.733, 0.437, -2.542)
C (2.612, -0.125, -1.930)
N (1.823, 0.570, -1.125)
H (0.856, 4.233, 1.337)
H (1.461, 4.609, -0.289)
H (2.563, 3.968, 0.928)
H (-2.704, -0.447, 3.480)
H (-3.897, 0.014, 5.584)
H (-3.680, 2.230, 6.659)
H (-2.285, 3.994, 5.645)
H (-1.073, 3.547, 3.549)
H (3.419, 3.545, -1.282)
H (4.886, 2.229, -2.799)
H (4.352, -0.182, -3.177)
H (2.344, -1.162, -2.073)
Cl (-0.252, -0.391, -3.021)
C (-1.940, -0.134, -3.395)
C (-2.307, 0.055, -4.711)
C (-3.646, 0.324, -4.976)
C (-4.568, 0.410, -3.944)
C (-4.173, 0.216, -2.627)
C (-2.836, -0.092, -2.340)
P (-2.415, -0.476, -0.648)
C (-2.519, -2.239, -0.405)
C (-2.345, -2.804, 0.866)
C (-2.541, -4.162, 1.043)
C (-2.903, -4.964, -0.034)
C (-3.066, -4.414, -1.295)
C (-2.869, -3.053, -1.488)
C (-3.592, 0.388, 0.351)
C (-3.560, 1.787, 0.332)
C (-4.571, 2.507, 0.941)
C (-5.617, 1.830, 1.565)
C (-5.648, 0.447, 1.585)
C (-4.632, -0.288, 0.981)
H (-1.576, 0.011, -5.504)
H (-3.957, 0.486, -5.996)
H (-5.603, 0.635, -4.158)
H (-4.903, 0.276, -1.834)
H (-2.087, -2.184, 1.713)
H (-2.426, -4.596, 2.026)
H (-3.067, -6.020, 0.115)
H (-3.367, -5.036, -2.126)
H (-3.017, -2.632, -2.470)
H (-2.761, 2.317, -0.177)
H (-4.555, 3.587, 0.923)
H (-6.414, 2.390, 2.029)
H (-6.472, -0.069, 2.057)
H (-4.681, -1.370, 0.983)
N (0.687, -4.219, -0.462)
C (0.684, -3.015, 0.094)
N (0.886, -2.888, 1.406)
O (0.485, -2.006, -0.647)
H (0.958, -5.051, 0.039)
H (0.543, -4.285, -1.459)
H (1.133, -3.668, 1.993)
H (0.977, -1.964, 1.797)

=====

C5H9P | ωB97M-V/def2-TZVPD

Results
- 2S+1 = 1
- LUMO energy (Ha) = 0.01878
- orbital gap (eV) = 9.6
- net charge = 0
- SMILES = C=PC(=C)CC

Geometry (Å):
C (-0.257, 0.462, 0.655)
C (-0.910, 1.371, 1.316)
C (-1.913, -0.234, -1.451)
C (1.540, -1.193, 0.046)
C (1.192, 0.251, 0.248)
P (-1.314, -0.879, -0.029)
H (-2.030, 1.290, 1.119)
H (-0.554, 2.318, 1.720)
H (-2.354, -0.844, -2.105)
H (-1.395, 0.686, -1.786)
H (1.745, -1.464, -1.013)
H (0.678, -1.870, 0.318)
H (2.350, -1.494, 0.687)
H (1.271, 0.839, -0.719)
H (1.950, 0.761, 0.992)

=====

C30H48N2O4 | ωB97M-V/def2-TZVPD

Results
- 2S+1 = 1
- LUMO energy (Ha) = -0.01609
- orbital gap (eV) = 8.6
- net charge = 0
- SMILES = CCCCCCCCCCCCCCc1ccc2c(c1)C(=O)C=CC2=O.CN(C)C=O.CN(C)C=O

Geometry (Å):
C (3.701, -0.730, 3.939)
C (2.817, -0.345, 2.758)
C (3.334, 0.907, 2.053)
C (2.619, 1.226, 0.723)
C (3.520, 1.182, -0.532)
C (3.191, 0.085, -1.542)
C (3.432, -1.359, -1.064)
C (2.248, -2.287, -1.342)
C (1.050, -2.034, -0.419)
C (0.363, -3.287, 0.140)
C (-0.862, -3.748, -0.653)
C (-1.892, -2.646, -0.847)
C (-2.612, -2.233, 0.419)
C (-3.597, -1.066, 0.211)
C (-2.842, 0.228, 0.113)
C (-2.691, 1.073, 1.219)
C (-1.893, 2.217, 1.141)
C (-1.237, 2.510, -0.057)
C (-1.404, 1.699, -1.185)
C (-2.219, 0.576, -1.105)
C (-0.681, 2.055, -2.427)
O (-1.133, 1.873, -3.524)
C (0.641, 2.691, -2.196)
C (0.801, 3.460, -1.119)
C (-0.323, 3.670, -0.176)
O (-0.477, 4.702, 0.422)
H (3.861, 0.110, 4.611)
H (4.661, -1.091, 3.581)
H (3.247, -1.523, 4.528)
H (2.831, -1.170, 2.049)
H (1.803, -0.174, 3.112)
H (4.407, 0.803, 1.896)
H (3.190, 1.744, 2.736)
H (2.232, 2.239, 0.819)
H (1.747, 0.590, 0.592)
H (4.563, 1.131, -0.225)
H (3.406, 2.136, -1.049)
H (2.173, 0.235, -1.901)
H (3.842, 0.261, -2.398)
H (3.715, -1.379, -0.011)
H (4.288, -1.752, -1.611)
H (1.928, -2.063, -2.353)
H (2.576, -3.326, -1.329)
H (0.357, -1.391, -0.955)
H (1.404, -1.456, 0.429)
H (0.127, -3.130, 1.191)
H (1.088, -4.102, 0.128)
H (-1.311, -4.588, -0.121)
H (-0.550, -4.103, -1.634)
H (-1.398, -1.812, -1.331)
H (-2.644, -2.995, -1.559)
H (-3.187, -3.090, 0.774)
H (-1.929, -1.970, 1.225)
H (-4.218, -1.233, -0.666)
H (-4.257, -1.051, 1.076)
H (-3.162, 0.829, 2.161)
H (-1.740, 2.877, 1.977)
H (-2.375, -0.055, -1.966)
H (1.445, 2.514, -2.891)
H (1.754, 3.928, -0.926)
C (-2.328, 3.809, 4.467)
O (-2.788, 2.694, 4.304)
N (-2.930, 4.788, 5.165)
C (-2.337, 6.102, 5.320)
C (-4.219, 4.512, 5.777)
H (-1.357, 4.117, 4.042)
H (-2.172, 6.320, 6.377)
H (-2.994, 6.865, 4.899)
H (-1.382, 6.139, 4.801)
H (-4.131, 3.686, 6.483)
H (-4.945, 4.229, 5.014)
H (-4.568, 5.399, 6.299)
C (-0.132, -2.446, -4.925)
O (0.244, -2.320, -3.773)
N (-0.138, -3.612, -5.595)
C (-0.594, -3.711, -6.967)
C (0.332, -4.806, -4.911)
H (-0.504, -1.596, -5.520)
H (-1.440, -4.398, -7.036)
H (0.210, -4.077, -7.608)
H (-0.908, -2.733, -7.324)
H (-0.275, -4.994, -4.025)
H (1.366, -4.675, -4.592)
H (0.264, -5.657, -5.584)